102
Properties=species:S:1:pos:R:3:forces:R:3 method="wB97M-V/def2-TZVPD" homo_ev=-7.08 e_lumo_ev=-0.522
P -2.47089 0.27613 1.53559 -0.059 -0.610 1.407
O 4.64125 -3.01425 0.99815 -0.191 0.174 0.115
O 0.91003 7.51672 1.80771 0.143 0.120 -0.017
O -0.41118 1.78126 2.17295 0.015 0.028 0.187
O 1.40554 4.44279 0.68647 -0.076 0.161 -0.008
O -5.77435 -3.95817 -1.30860 0.046 -0.120 0.215
O -2.79641 -0.65320 0.29666 -0.273 0.746 -0.229
O -3.43393 1.55888 1.43634 0.735 -0.118 -0.511
O -2.20332 1.60386 -3.02102 -0.031 0.177 0.341
O 5.61363 1.08942 -0.74624 0.401 0.020 -0.159
O 0.02792 0.41422 0.43089 -0.131 -0.405 0.515
O -4.74416 0.28826 5.34441 -0.017 -0.060 -0.110
O 0.56336 -1.74091 0.82896 0.061 0.228 0.069
O 8.02822 2.21090 1.13357 0.004 -0.097 0.064
O 6.76177 -1.76496 -1.68199 0.012 -0.061 0.022
O -7.98220 -1.57760 -1.39687 -0.268 -0.287 0.107
O -0.31039 2.57637 5.52898 -0.020 -0.018 -0.043
O -4.00815 -1.89094 -5.48305 -0.159 0.060 0.009
O -2.56904 -0.42125 2.82406 -0.151 0.104 0.040
O -9.99878 0.30359 -2.25669 -0.135 -0.183 0.018
O 2.87048 3.84750 -2.13454 0.006 0.034 -0.091
O 1.02465 1.52258 -2.38401 0.028 0.500 0.023
O 3.12557 -6.96622 0.58196 0.133 -0.290 0.062
O -0.35016 -0.58836 -3.80889 0.172 -0.081 -0.316
O 1.98121 -4.78291 -0.70532 -0.210 -0.050 -0.491
O 2.85629 10.01405 0.43106 -0.050 -0.036 0.016
O -6.36032 0.62980 -4.62986 0.055 -0.051 -0.077
O -1.75822 -2.46408 -1.93438 0.136 -0.084 0.178
O 2.72605 5.25038 3.72416 -0.048 0.053 -0.290
O -5.96724 -0.37887 0.16747 0.292 0.095 0.057
O -4.95662 -1.60034 -2.69839 -0.036 0.370 -0.441
O 6.31705 -5.20130 0.65612 0.073 -0.268 -0.080
C 2.94599 1.11301 0.48649 0.540 0.098 1.065
C 1.46863 -2.73970 1.30681 -0.235 -0.777 1.020
C -0.73938 0.92506 1.39875 -0.319 0.170 -1.019
C 3.64838 1.25764 1.67978 -0.643 0.052 -0.730
C 2.32116 -0.18179 0.03542 -2.220 1.259 0.485
C 1.88115 -2.57121 2.77751 0.379 0.094 -0.380
C 1.09809 -0.46031 0.91546 0.670 0.093 -0.586
H 2.80488 1.99536 -0.13618 1.686 -0.652 -1.234
H 1.93474 0.00624 -0.96687 0.073 -0.355 -0.093
H 3.04764 -0.98656 0.01829 0.083 0.046 0.290
H 3.39220 10.13138 1.22071 0.003 0.023 -0.006
H 6.33120 -2.49808 -2.13296 -0.040 0.079 -0.072
H 6.13729 0.45164 -1.24945 -0.112 -0.168 0.057
H 1.15874 -1.99499 3.35525 -0.028 -0.001 -0.005
H -5.10922 -4.61697 -1.53399 -0.023 0.001 -0.064
H 2.31325 9.24251 0.62896 0.041 -0.064 0.067
H -2.95358 2.29894 1.84341 -0.392 0.150 0.074
H 0.93406 -3.68126 1.23359 -0.227 0.124 -0.298
H 1.31115 -0.13885 1.94035 -0.087 -0.310 0.120
H 5.42987 1.79955 -1.37290 -0.092 0.053 0.086
H 5.18357 -3.47432 1.64510 0.092 -0.006 -0.063
H 5.07792 -3.20352 0.16300 0.090 0.033 0.021
H 0.29679 1.85294 5.71044 0.017 0.019 0.017
H -5.86894 0.42856 -5.43370 0.024 0.034 0.004
H 1.94645 4.58286 1.47311 0.168 -0.199 0.203
H -4.36395 -1.82262 -4.58795 0.321 0.032 -0.013
H 2.54306 -7.70302 0.79414 0.047 -0.033 -0.009
H -7.54341 -1.41581 -0.55123 0.115 0.096 -0.240
H -4.22239 -0.16068 6.01584 0.008 0.040 0.019
H -4.67432 -2.37105 -5.98427 0.047 -0.003 -0.044
H -5.65548 -2.08651 -3.15356 -0.199 -0.083 0.372
H 2.63059 3.91957 -1.20249 -0.090 0.153 0.011
H -1.23471 -2.28312 -1.14129 0.026 0.039 -0.023
H -5.85376 -4.02187 -0.35080 -0.072 -0.031 -0.010
H 2.09270 5.74748 4.25332 -0.050 -0.052 -0.006
H 3.14972 1.29009 2.64773 0.351 -2.024 0.244
H 1.23602 1.50775 -3.32504 -0.162 -0.338 -0.032
H 7.63711 -2.09863 -1.46065 0.008 0.065 0.041
H -5.35854 0.21556 -0.28982 -0.150 0.107 -0.068
H 3.25445 5.92766 3.28752 0.051 0.015 0.089
H 1.47114 -4.43774 -1.44762 0.029 0.100 0.041
H -10.28418 0.18026 -3.16624 0.028 0.079 -0.013
H -9.41560 -0.44792 -2.07226 0.156 0.305 -0.009
H 2.87070 -2.11345 2.81698 -0.118 0.251 0.235
H -5.30333 -1.52489 -1.80315 -0.111 -0.192 0.010
H 2.12959 3.35960 -2.52036 0.192 -0.056 0.258
H 7.77317 2.24209 2.06005 0.015 0.028 0.000
H -0.59463 -0.47723 -2.88636 -0.031 0.031 -0.004
H 2.35954 -2.84905 0.70026 -0.076 0.242 -0.204
H -1.08912 -1.07251 -4.19117 0.018 -0.088 0.065
H 0.31204 7.88632 1.15049 -0.077 -0.056 0.033
H 2.06340 -5.72495 -0.88272 0.189 -0.021 0.183
H -5.86855 0.17636 -3.93687 0.008 -0.085 0.119
H 1.98035 -3.55315 3.24092 -0.070 -0.019 -0.013
H -2.35016 -3.17496 -1.67347 -0.076 0.049 -0.047
H -2.93076 1.10489 -3.40792 0.099 -0.061 -0.098
H 0.84062 3.69899 0.92789 0.058 -0.050 0.062
H -2.45632 1.71878 -2.09902 -0.116 0.013 -0.038
H 1.01240 6.59238 1.55150 -0.074 -0.092 -0.154
H 7.31346 1.72464 0.70371 -0.150 0.065 -0.168
H -0.63321 2.39549 4.63974 0.026 -0.010 -0.035
H -6.61167 0.22071 0.56459 0.084 0.010 0.123
H -4.29154 0.07641 4.51879 0.126 -0.007 -0.025
H 7.12231 -5.69469 0.46857 0.018 0.025 0.054
H -3.67289 -1.05061 0.43629 0.111 -0.226 -0.068
H 4.72430 1.40546 1.62536 -0.270 2.006 0.114
H -8.60907 -2.28785 -1.21793 0.099 -0.097 -0.058
H 0.12193 1.86257 -2.35612 -0.089 -0.191 -0.181
H 5.60313 -5.80055 0.40661 -0.037 0.084 -0.082
H 3.57361 -6.77153 1.41154 -0.117 0.132 0.030

21
Properties=species:S:1:pos:R:3:forces:R:3 method="wB97M-V/def2-TZVPD" de_lowest_kcal_mol=52.4 homo_ev=-9.17 smiles=CC(C)CC1CC1 e_lumo_ev=1.224
C 2.03487 1.21128 -0.10491 -0.979 -0.699 0.367
C -2.56996 -0.84556 0.00465 0.101 -0.085 -0.004
C -1.14204 0.93709 -1.01290 -0.024 0.108 -0.060
C 2.81100 -0.03420 -0.03345 -0.633 -1.013 0.265
C 0.03789 -1.07507 -0.08388 0.373 0.267 -0.050
C -1.20077 -0.14639 0.05898 0.118 0.067 -0.002
C 1.34631 -0.32675 0.43767 0.556 1.998 -0.390
H 0.04340 -1.50546 -1.09817 0.378 0.423 0.088
H 2.32940 2.05572 0.54769 -0.616 -0.913 0.152
H -2.69942 -1.60370 0.78600 0.139 0.074 -0.110
H -0.19302 1.46761 -0.95862 -0.226 0.001 -0.061
H -1.12192 0.33039 1.04751 0.020 -0.010 -0.156
H 1.84986 1.62129 -1.10976 -0.381 -0.667 0.452
H 3.14116 -0.44261 -0.98055 0.010 -0.206 0.022
H -1.94963 1.66641 -0.89890 0.027 -0.096 -0.020
H -1.22418 0.48452 -2.01017 -0.041 0.068 0.123
H -0.13105 -1.95791 0.57311 0.402 0.532 -0.180
H -3.37099 -0.10386 0.14058 0.242 -0.152 -0.031
H 1.20077 -0.42102 1.52500 0.743 0.763 -0.377
H -2.74537 -1.32439 -0.96723 0.113 0.031 0.121
H 3.59347 -0.02231 0.73110 -0.320 -0.491 -0.148